(1)
DFT (the ωB97M-V functional and the def2-TZVPD basis) results for a 12-piece molecular cluster, C3H30NO13S2 overall.

Atoms and positions in Å:
N: 0.639 0.279 0.966
C: 0.886 -0.005 -0.510
C: 0.612 1.291 -1.384
O: 0.504 0.942 -2.640
O: 0.612 2.424 -1.003
C: -0.048 -1.065 -0.954
S: 0.445 -2.845 -0.982
S: -0.828 -4.007 0.163
H: 1.503 0.447 1.461
H: 0.243 -0.646 1.452
H: -0.041 1.026 1.107
H: 1.959 -0.249 -0.504
H: 0.351 1.638 -3.285
H: -1.151 -0.961 -0.547
H: -0.462 -0.814 -1.930
H: 0.059 -4.535 1.062
H: -1.117 -0.899 3.616
H: -2.108 0.201 3.078
O: -1.224 -0.154 2.981
H: 0.652 -2.202 2.924
H: 2.042 -1.850 2.544
O: 1.126 -1.815 2.141
H: -1.390 2.345 0.156
H: -2.385 1.372 -0.484
O: -1.786 1.473 0.263
H: 3.988 -0.639 1.554
H: 4.515 0.669 0.733
O: 3.783 0.110 0.996
H: 2.881 -0.920 -4.658
H: 2.217 0.506 -4.566
O: 2.497 -0.270 -4.065
H: -4.756 0.080 0.624
H: -5.516 0.808 -0.304
O: -4.619 0.448 -0.260
H: -4.228 -1.160 -3.411
H: -4.346 -0.682 -1.867
O: -4.071 -0.454 -2.773
H: 2.191 3.368 -3.908
H: 1.723 4.640 -3.198
O: 1.477 3.729 -3.380
H: -2.037 1.999 -3.681
H: -2.855 1.189 -2.635
O: -1.956 1.467 -2.878
H: 4.440 -0.793 4.021
H: 3.180 -0.054 3.779
O: 3.482 -0.955 3.962
H: -0.155 -1.063 6.042
H: -0.632 -2.163 5.090
O: -0.295 -1.252 5.094

Summary:
Frontier orbital gap (eV): 8.50
Net charge: +1
E_LUMO (hartree): -0.090


(2)
DFT (the ωB97M-V functional and the def2-TZVPD basis) results for C5H7NO as an isolated structure.

Atoms and positions in Å:
O: 0.545 -2.768 -0.122
C: -0.269 -1.979 0.301
C: -0.032 -0.458 0.294
C: 0.937 0.088 -0.732
N: 0.137 1.355 -0.501
C: 0.417 1.293 0.901
C: -1.078 0.471 -0.312
H: -1.283 -2.339 0.579
H: 1.984 0.156 -0.421
H: 0.850 -0.289 -1.755
H: 1.458 1.539 1.157
H: -0.296 1.864 1.514
H: -1.840 0.890 0.359
H: -1.532 0.178 -1.262

Summary:
Frontier orbital gap (eV): 9.21
E_LUMO (hartree): 0.007


(3)
DFT (the ωB97M-V functional and the def2-TZVPD basis) results for the molecule C5H7N.

Atoms and positions in Å:
C: -1.690 -0.374 -1.014
C: -0.208 -1.794 0.157
C: 0.531 -0.574 0.487
C: 0.307 0.637 -0.006
C: 0.792 2.032 0.117
N: -1.419 -1.517 -0.562
H: 0.383 -2.624 -0.316
H: -0.305 -2.172 1.142
H: 1.465 -0.904 1.128
H: -2.513 0.049 -1.433
H: 0.013 2.799 -0.398
H: 1.753 2.080 -0.438
H: 0.890 2.362 1.136

Summary:
Frontier orbital gap (alpha / beta) (eV): 8.52 / 8.52
E_LUMO (alpha / beta) (hartree): 0.025 / 0.025


(4)
DFT (the ωB97M-V functional and the def2-TZVPD basis) results for a 2-piece molecular cluster, C3H8NO overall.

Atoms and positions in Å:
C: 0.367 -0.703 -0.962
C: 0.712 -1.833 -1.753
C: -0.686 1.855 1.477
N: -0.487 0.530 1.647
O: 0.853 -0.190 0.031
H: -0.644 -0.205 -1.277
H: 1.760 -2.235 -1.565
H: -0.112 -2.438 -1.315
H: 0.465 -1.655 -2.771
H: 0.150 2.568 1.905
H: -1.048 2.058 0.408
H: -1.647 2.033 2.022
H: 0.317 0.214 2.153

Summary:
Frontier orbital gap (alpha / beta) (eV): 7.51 / 7.49
Net charge: +1
E_LUMO (alpha / beta) (hartree): -0.283 / -0.284


(5)
DFT (the ωB97M-V functional and the def2-TZVPD basis) results for a 2-piece molecular cluster, ClH3P2 overall.

Atoms and positions in Å:
P: -0.399 -0.119 0.144
P: 1.257 -1.297 -0.291
Cl: -3.798 -0.362 0.197
H: -1.012 0.106 -1.045
H: -2.721 -0.718 0.035
H: 1.993 -0.697 0.774

Summary:
Frontier orbital gap (eV): 7.58
E_LUMO (hartree): -0.060


(6)
DFT (the ωB97M-V functional and the def2-TZVPD basis) results for the molecule C5H7N3O2.

Atoms and positions in Å:
C: -0.918 -1.334 -0.742
C: -2.050 -0.595 -0.534
C: -0.905 0.808 0.929
C: 0.220 1.476 0.031
C: 1.251 0.457 -0.197
N: -2.142 0.468 0.253
N: 2.433 0.036 -0.327
N: 0.221 -0.951 0.119
O: 1.053 -2.016 0.432
O: -0.269 -0.477 1.358
H: -0.448 -1.800 -1.519
H: -2.946 -0.725 -1.061
H: -1.089 1.402 1.815
H: -0.075 1.725 -1.017
H: 0.653 2.351 0.494
H: 3.024 0.842 -0.366
H: 1.987 -1.667 0.331

Summary:
Frontier orbital gap (eV): 7.31
E_LUMO (hartree): 0.010


(7)
DFT (the ωB97M-V functional and the def2-TZVPD basis) results for an isolated ion of composition C8H7O3S and charge -1.

Atoms and positions in Å:
C: -2.579 0.765 -0.250
C: -1.674 -0.095 -0.652
C: 0.108 0.419 -0.942
O: 0.122 1.807 -1.147
C: 0.363 -0.293 -2.403
O: 0.341 0.542 -3.322
O: 0.388 -1.516 -2.372
C: 0.657 0.106 0.355
C: 1.396 -0.994 0.708
C: 1.684 -1.041 2.073
C: 1.350 0.041 2.772
S: 0.465 1.105 1.782
H: -3.420 0.401 0.111
H: -2.617 1.867 -0.311
H: -1.820 -1.164 -0.739
H: 0.117 1.922 -2.085
H: 1.520 -1.923 -0.041
H: 2.115 -1.920 2.615
H: 1.485 -0.029 3.849

Summary:
Frontier orbital gap (eV): 7.46
Net charge: -1
E_LUMO (hartree): 0.112
SMILES string: C=C[C@](O)(C(=O)[O-])c1cccs1


no.,calculated total energy (hartree)
1,-1961.30764
2,-324.54938
3,-249.28960
4,-248.66521
5,-1144.60796
6,-509.23209
7,-932.93371